ORCA calculation (ωB97M-V/def2-TZVPD) on a cluster of 2 separate species, C13H13F2N2 in total.

Computed properties:
Frontier orbital gap (eV): 5.367
Largest force on an atom (hartree/bohr): 0.0375
Energy above the lowest of the compared OMol25 structures with the same formula, charge and spin (kcal/mol): 0.0
Total charge: +1
E_LUMO (hartree): -0.221

Last column: Löwdin charge in e.
Cartesian coordinates (Å):
F (3.054, 4.405, -2.583)  0.094
C (2.624, 3.735, -1.471)  -0.196
C (1.563, 4.272, -0.742)  0.034
C (1.132, 3.579, 0.374)  0.020
C (1.722, 2.341, 0.795)  -0.172
C (1.132, 1.702, 1.919)  0.114
C (1.483, 0.514, 2.620)  -0.171
C (0.688, 0.182, 3.766)  0.018
C (0.878, -0.974, 4.501)  0.033
C (1.897, -1.838, 4.100)  -0.197
F (2.089, -2.991, 4.811)  0.094
C (2.722, -1.579, 3.011)  0.038
C (2.522, -0.408, 2.287)  0.032
C (2.818, 1.867, 0.011)  0.032
C (3.260, 2.550, -1.117)  0.038
H (1.091, 5.203, -1.043)  0.137
H (0.305, 3.969, 0.968)  0.129
H (0.308, 2.261, 2.370)  0.119
H (-0.096, 0.884, 4.056)  0.128
H (0.256, -1.203, 5.361)  0.137
H (3.507, -2.280, 2.733)  0.139
H (3.178, -0.218, 1.449)  0.094
H (3.327, 0.951, 0.277)  0.094
H (4.086, 2.167, -1.714)  0.139
N (-2.203, 1.460, 0.959)  -0.093
N (-3.156, 0.901, 1.917)  -0.076
H (-2.183, 0.778, 0.200)  0.069
H (-2.678, 2.279, 0.585)  0.066
H (-2.706, 0.069, 2.288)  0.051
H (-3.203, 1.577, 2.675)  0.058



ORCA calculation (ωB97M-V/def2-TZVPD) on the molecule C13H13FN2.

Computed properties:
Frontier orbital gap (eV): 10.212
Largest force on an atom (hartree/bohr): 0.0053
Total charge: 0
E_LUMO (hartree): 0.023

Last column: Löwdin charge in e.
Cartesian coordinates (Å):
C (-2.056, -1.772, -0.384)  -0.032
C (-1.283, -0.753, -1.181)  -0.223
C (-1.260, -0.917, -2.564)  -0.047
C (-0.620, -0.020, -3.398)  -0.080
C (0.004, 1.086, -2.844)  -0.080
C (-0.002, 1.255, -1.471)  -0.044
C (-0.620, 0.340, -0.619)  -0.191
C (-0.644, 0.568, 0.880)  -0.084
C (0.611, 1.222, 1.497)  -0.223
C (0.231, 2.097, 2.614)  -0.182
N (-0.060, 2.790, 3.477)  0.186
C (1.658, 0.192, 1.967)  -0.462
C (2.174, -0.720, 0.852)  0.040
F (2.730, 0.920, 2.477)  0.034
C (1.127, -0.609, 3.090)  -0.141
N (0.707, -1.233, 3.953)  0.205
H (-1.696, -2.780, -0.591)  0.087
H (-3.107, -1.749, -0.672)  0.090
H (-2.024, -1.615, 0.689)  0.064
H (-1.757, -1.773, -3.003)  0.115
H (-0.610, -0.162, -4.469)  0.104
H (0.493, 1.822, -3.466)  0.104
H (0.484, 2.136, -1.076)  0.108
H (-0.803, -0.372, 1.405)  0.100
H (-1.509, 1.189, 1.118)  0.139
H (1.131, 1.863, 0.785)  0.140
H (1.539, -0.697, -0.028)  0.079
H (3.159, -0.361, 0.563)  0.101
H (2.261, -1.750, 1.184)  0.095



ORCA calculation (ωB97M-V/def2-TZVPD) on a structure of composition C13H13HgN2O.

Computed properties:
Frontier orbital gap (alpha / beta) (eV): 6.697 / 8.001
Largest force on an atom (hartree/bohr): 0.0062
Energy above the lowest of the compared OMol25 structures with the same formula, charge and spin (kcal/mol): 0.0
<S²>: 0.760
Total charge: 0
E_LUMO (alpha / beta) (hartree): -0.017 / -0.029
Multiplicity: 2

Last column: Löwdin spin population.
Cartesian coordinates (Å):
Hg (-0.644, 0.411, -0.693)  0.635
C (5.507, -1.392, 0.115)  -0.001
C (4.911, -2.619, -0.165)  0.000
C (3.533, -2.741, -0.180)  -0.001
C (2.753, -1.623, 0.091)  0.002
C (3.337, -0.400, 0.378)  0.002
C (4.721, -0.283, 0.385)  0.000
N (1.315, -1.637, 0.114)  -0.003
N (0.793, -2.701, -0.239)  0.006
C (-0.644, -2.709, -0.228)  0.023
C (-1.194, -3.986, -0.195)  0.012
C (-2.566, -4.153, -0.119)  -0.009
C (-3.384, -3.034, -0.085)  0.011
C (-2.830, -1.757, -0.149)  0.020
C (-1.457, -1.577, -0.228)  0.264
H (6.586, -1.306, 0.124)  0.000
H (5.528, -3.484, -0.373)  0.000
H (3.054, -3.685, -0.398)  0.000
H (2.697, 0.447, 0.591)  0.005
H (5.180, 0.672, 0.605)  0.000
H (-0.523, -4.837, -0.215)  0.002
H (-2.993, -5.146, -0.087)  -0.001
H (-4.460, -3.151, -0.028)  0.002
H (-3.491, -0.898, -0.145)  0.004
C (0.267, 0.571, 3.569)  0.001
O (0.153, 0.256, 2.191)  0.026
H (1.309, 0.703, 3.875)  0.000
H (-0.195, -0.191, 4.201)  0.000
H (-0.257, 1.512, 3.725)  0.000
H (0.625, -0.560, 2.001)  0.000



ORCA calculation (ωB97M-V/def2-TZVPD) on a structure of composition C13H13MgN8O4.

Computed properties:
Frontier orbital gap (eV): 8.084
Largest force on an atom (hartree/bohr): 0.0208
Energy above the lowest of the compared OMol25 structures with the same formula, charge and spin (kcal/mol): 0.5
Total charge: +1
E_LUMO (hartree): -0.126

Last column: Löwdin charge in e.
Cartesian coordinates (Å):
Mg (-0.406, 0.105, -1.168)  0.611
O (-4.015, -0.116, 1.149)  0.186
C (-2.834, -0.102, 0.569)  -0.428
O (-2.651, 0.047, -0.626)  0.067
C (-1.676, -0.274, 1.493)  -0.153
C (-1.693, -0.561, 2.844)  0.044
C (-0.464, -0.645, 3.500)  0.001
C (0.714, -0.409, 2.808)  0.052
C (0.631, -0.129, 1.448)  -0.126
N (-0.538, -0.086, 0.834)  0.106
C (1.793, 0.231, 0.506)  -0.588
O (2.863, 0.550, 0.996)  0.072
O (1.448, 0.202, -0.727)  -0.105
H (-4.730, 0.037, 0.514)  0.156
H (-2.622, -0.714, 3.374)  0.130
H (-0.433, -0.884, 4.554)  0.123
H (1.683, -0.435, 3.287)  0.133
N (2.066, 4.063, -0.024)  0.219
C (1.082, 4.773, -0.592)  -0.469
N (1.053, 6.099, -0.427)  0.192
N (0.121, 4.240, -1.308)  0.143
C (-0.178, 3.024, -1.534)  -0.273
N (-0.564, 1.955, -1.792)  0.133
H (2.783, 4.507, 0.522)  0.124
H (2.146, 3.071, -0.187)  0.109
H (1.725, 6.588, 0.136)  0.121
H (0.300, 6.614, -0.848)  0.126
N (2.093, -4.466, -1.550)  0.159
C (0.897, -3.848, -1.598)  -0.346
C (0.790, -2.459, -1.834)  -0.035
N (-0.388, -1.853, -1.840)  0.013
C (-1.485, -2.608, -1.661)  -0.111
C (-1.367, -3.964, -1.422)  -0.095
N (-0.195, -4.581, -1.370)  0.140
H (2.949, -3.972, -1.716)  0.111
H (2.114, -5.451, -1.354)  0.114
H (1.668, -1.846, -1.989)  0.124
H (-2.445, -2.118, -1.716)  0.106
H (-2.237, -4.585, -1.250)  0.117



ORCA calculation (ωB97M-V/def2-TZVPD) on the molecule C13H13N.

Computed properties:
Frontier orbital gap (eV): 8.972
Largest force on an atom (hartree/bohr): 0.0903
Energy above the lowest of the compared OMol25 structures with the same formula, charge and spin (kcal/mol): 85.6
Total charge: 0
E_LUMO (hartree): 0.034

Last column: Löwdin charge in e.
Cartesian coordinates (Å):
C (0.149, -1.889, -2.693)  0.109
C (-0.261, -0.737, -2.813)  -0.131
C (-0.637, 0.689, -2.867)  -0.196
C (0.207, 1.555, -1.910)  -0.176
C (-0.355, 1.499, -0.459)  -0.131
C (0.725, 0.867, 0.372)  -0.214
C (2.026, 1.037, 0.296)  -0.131
N (3.225, 1.213, 0.283)  0.179
C (0.210, -0.098, 1.386)  -0.209
C (-0.309, -1.332, 0.954)  -0.004
C (-0.719, -2.156, 2.010)  -0.092
C (-0.583, -1.833, 3.363)  -0.112
C (-0.070, -0.589, 3.714)  -0.094
C (0.421, 0.237, 2.710)  -0.049
H (0.444, -2.902, -2.695)  0.016
H (-0.470, 0.860, -3.902)  0.097
H (-1.642, 0.884, -2.392)  0.131
H (1.221, 1.094, -1.848)  0.106
H (0.183, 2.619, -2.089)  0.106
H (-0.570, 2.488, -0.243)  0.088
H (-1.247, 0.940, -0.307)  0.106
H (3.910, 0.768, -0.278)  0.059
H (-0.237, -1.504, -0.053)  0.058
H (-1.143, -3.212, 1.801)  0.125
H (-0.933, -2.572, 4.163)  0.123
H (0.071, -0.131, 4.714)  0.112
H (0.929, 1.181, 2.939)  0.123



ORCA calculation (ωB97M-V/def2-TZVPD) on a structure of composition C13H13N3OS2.

Computed properties:
Frontier orbital gap (eV): 8.877
Largest force on an atom (hartree/bohr): 0.3331
Total charge: 0
E_LUMO (hartree): -0.001

Last column: Löwdin charge in e.
Cartesian coordinates (Å):
O (-2.152, 2.023, 1.506)  -0.030
C (-1.052, 1.625, 0.857)  -0.584
N (-0.212, 0.845, 1.478)  0.086
C (0.855, 0.110, 1.122)  -0.735
N (1.203, -1.127, 1.573)  -0.015
N (2.301, -1.478, 1.370)  -0.031
C (2.839, -0.786, 0.599)  -0.412
C (4.194, -0.931, -0.297)  -0.272
C (4.388, -0.616, -1.730)  -0.078
C (5.165, 0.129, -0.604)  -0.076
H (4.722, 1.383, -0.407)  0.183
H (6.081, 0.138, -0.544)  -0.016
H (3.645, -0.376, -2.294)  0.037
H (5.041, -1.258, -2.173)  0.074
H (4.653, -1.865, 0.104)  0.142
S (1.903, 0.729, 0.123)  1.144
H (-0.716, 0.241, 2.432)  0.296
C (-0.901, 1.993, -0.465)  -0.417
H (-1.503, 2.872, -0.954)  0.134
H (0.102, 2.529, -0.507)  0.079
S (-0.910, 0.581, -1.750)  0.861
C (-2.342, -0.234, -0.796)  -0.422
C (-3.487, 0.359, -0.796)  -0.095
C (-4.571, -0.425, -0.096)  -0.103
C (-4.287, -1.592, -0.051)  -0.141
C (-2.947, -2.312, 0.060)  -0.124
C (-1.982, -1.803, -0.501)  -0.066
H (-0.970, -1.888, -0.620)  0.053
H (-2.932, -3.374, 0.539)  0.142
H (-5.057, -2.358, 0.715)  0.180
H (-5.475, 0.084, -0.230)  0.105
H (-3.686, 1.220, -1.343)  0.100



ORCA calculation (ωB97M-V/def2-TZVPD) on a structure of composition C13H13N7O5Rh.

Computed properties:
Frontier orbital gap (eV): 8.901
Largest force on an atom (hartree/bohr): 0.0132
Energy above the lowest of the compared OMol25 structures with the same formula, charge and spin (kcal/mol): 16.0
Total charge: +1
E_LUMO (hartree): -0.123

Last column: Löwdin charge in e.
Cartesian coordinates (Å):
Rh (-0.446, 0.754, 0.315)  1.226
O (-1.023, -1.633, -5.151)  0.120
C (-0.914, -1.149, -3.912)  -0.260
C (-1.732, -1.573, -2.853)  0.092
C (-1.502, -1.027, -1.613)  -0.142
N (-0.475, -0.206, -1.414)  0.000
C (0.127, 0.396, -2.440)  -0.135
C (-0.022, -0.083, -3.717)  0.105
C (0.609, 1.790, -2.053)  -0.575
O (1.436, 2.396, -2.689)  0.105
O (-0.053, 2.241, -1.009)  -0.138
C (-2.519, -0.943, -0.479)  -0.573
O (-3.363, -1.784, -0.296)  0.104
O (-2.395, 0.193, 0.176)  -0.145
H (-1.703, -2.315, -5.203)  0.131
H (-2.575, -2.234, -3.004)  0.142
H (0.460, 0.399, -4.555)  0.147
N (3.337, -0.102, 1.622)  0.138
C (3.783, 0.963, 0.871)  -0.025
C (2.684, 1.517, 0.288)  -0.047
N (1.585, 0.797, 0.679)  -0.003
C (2.002, -0.172, 1.479)  -0.229
C (0.990, -1.074, 1.992)  -0.229
N (-0.258, -0.845, 1.613)  -0.003
C (-1.049, -1.810, 2.181)  -0.049
C (-0.253, -2.633, 2.918)  -0.026
N (1.033, -2.155, 2.791)  0.138
H (3.923, -0.715, 2.164)  0.173
H (4.824, 1.224, 0.818)  0.131
H (2.605, 2.352, -0.388)  0.122
H (-2.111, -1.850, 2.006)  0.121
H (-0.481, -3.502, 3.509)  0.131
H (1.848, -2.564, 3.217)  0.173
N (-1.953, 2.838, 1.603)  -0.003
N (-0.795, 2.075, 1.913)  -0.123
H (-1.931, 3.772, 1.981)  0.093
H (-2.791, 2.322, 1.822)  0.087
H (-0.890, 1.626, 2.825)  0.113
H (-0.011, 2.716, 1.995)  0.116